1.
Formula: C14H49O11P
Source: OMol25
Level of theory: ωB97M-V/def2-TZVPD

```
! RIJCOSX wB97M-V def2-TZVPD def2/J DEFGRID3
* xyz 0 1
C 2.0420 0.2745 -0.7442
C 0.9706 -0.2719 -0.5810
P -0.6669 -1.0778 -0.3590
C -1.8612 0.3623 -0.5281
H 2.7401 1.0729 -0.9906
H -0.8649 -1.9880 -1.4492
H -1.7791 0.9534 0.4115
H -2.8908 0.0318 -0.7678
H -1.5109 1.0177 -1.3589
C -1.7428 0.1508 -4.7219
O -2.4487 -0.4838 -3.6624
H -2.4596 0.6910 -5.3378
H -1.0125 0.8570 -4.3182
H -1.2322 -0.5956 -5.3362
H -1.7978 -0.9560 -3.1275
C -2.4263 -4.7174 -2.9001
O -2.6122 -3.3529 -2.5319
H -1.9403 -5.2360 -2.0756
H -3.3948 -5.1851 -3.0983
H -1.7966 -4.7789 -3.7892
H -3.0423 -2.9104 -3.2734
C -1.3578 -3.8485 -7.2129
O -1.9086 -4.8093 -6.3235
H -0.3806 -3.5506 -6.8362
H -1.2409 -4.2796 -8.2104
H -2.0056 -2.9684 -7.2664
H -2.7735 -5.0599 -6.6731
C -1.4105 4.0396 2.2727
O -1.3121 2.6564 1.9630
H -1.9661 4.5421 1.4829
H -1.9411 4.1659 3.2197
H -0.4117 4.4774 2.3429
H -0.8147 2.2423 2.6772
C 5.6429 2.7034 0.0166
O 5.0246 1.7546 0.8861
H 6.6149 2.9684 0.4272
H 5.7795 2.2683 -0.9764
H 5.0261 3.6027 -0.0535
H 4.1685 1.5322 0.5066
C -2.8367 3.4483 6.2137
O -2.0838 2.4891 5.4794
H -2.1656 3.9577 6.9022
H -3.2785 4.1810 5.5336
H -3.6265 2.9519 6.7822
H -2.6961 2.0498 4.8750
C -1.3687 -1.1926 6.2618
O -0.7420 -0.5838 5.1419
H -0.8494 -2.1236 6.4816
H -1.3087 -0.5336 7.1321
H -2.4167 -1.4109 6.0371
H -1.2143 0.2371 4.9638
C 7.7692 -0.0493 2.8200
O 7.2807 0.0745 1.4935
H 8.4929 -0.8625 2.8469
H 8.2617 0.8772 3.1315
H 6.9483 -0.2783 3.5055
H 6.6399 0.7993 1.4863
C -4.1996 -1.0551 2.6197
O -4.3878 0.3099 2.9890
H -3.7059 -1.5716 3.4403
H -5.1680 -1.5238 2.4268
H -3.5738 -1.1149 1.7258
H -4.8225 0.7505 2.2523
C -5.2327 -3.4602 -5.8570
O -4.8883 -4.6010 -6.6376
H -4.9407 -2.5674 -6.4059
H -6.3102 -3.4371 -5.6805
H -4.7027 -3.4838 -4.9015
H -5.1538 -5.3811 -6.1386
C 8.7784 4.2009 2.0034
O 8.1762 5.1180 1.0959
H 9.5419 3.6400 1.4681
H 9.2441 4.7403 2.8320
H 8.0289 3.5055 2.3919
H 7.5049 5.6046 1.5848
*
```

As for the SMILES: C#CPC.CO.CO.CO.CO.CO.CO.CO.CO.CO.CO.CO. The calculation puts the HOMO-LUMO gap at 8.847 eV. As for the molar mass: 424.51 g mol⁻¹.

***

2.
Formula: C2H3Cl2NO5
Source: OMol25
Level of theory: ωB97M-V/def2-TZVPD

```
! RIJCOSX wB97M-V def2-TZVPD def2/J DEFGRID3
* xyz 0 1
C 1.7860 1.0961 0.1844
C 1.3568 -0.3069 -0.1313
O 0.4779 -0.8127 0.8321
O -0.5767 -1.4993 0.1175
O -1.3372 -0.5244 -0.6028
N -2.4754 -0.3031 0.0916
O -2.6728 -0.9097 1.1399
O -3.2844 0.5089 -0.3405
Cl 2.7336 -1.4028 -0.2743
Cl 0.3689 2.1184 0.2639
H 2.2855 1.1154 1.1518
H 2.4719 1.5010 -0.5636
H 0.7847 -0.3306 -1.0698
*
```

As for the SMILES: O=[N+]([O-])OOO[C@H](Cl)CCl. As for the energy above the lowest of the compared OMol25 structures with the same formula, charge and spin: 0.0 kcal per mole. The calculation puts the HOMO-LUMO gap at 11.209 eV. As for the molar mass: 191.95 g mol⁻¹.

***

3.
Formula: C26H11BrCl5MoN3O7Se
Source: OMol25
Level of theory: ωB97M-V/def2-TZVPD

```
! RIJCOSX wB97M-V def2-TZVPD def2/J DEFGRID3
* xyz 2 1
Mo -0.2065 0.4779 -0.1660
Cl 6.2963 2.4800 -3.6402
C 4.9141 1.9980 -2.7678
C 5.0103 0.9990 -1.8030
Cl 6.5125 0.2507 -1.4845
C 3.8796 0.6078 -1.0934
Cl 4.0070 -0.6142 0.0995
C 2.6627 1.2107 -1.3471
O 1.5127 0.8023 -0.6727
C 2.5612 2.2171 -2.2976
Cl 1.0570 2.9827 -2.5782
C 3.6857 2.6090 -3.0141
Cl 3.5549 3.8368 -4.1954
O -2.3354 5.3236 5.9555
C -1.5830 5.0068 5.1848
O -0.7177 4.7261 4.3854
C -0.5651 3.6654 3.3444
C 0.6044 3.7195 2.6609
C 0.7572 2.7625 1.6663
N -0.1931 1.8644 1.3933
C -1.3201 1.8665 2.1196
C -1.5547 2.7626 3.1448
C -2.3166 0.7617 1.7877
O -3.2889 0.5526 2.4343
O -1.8739 0.0992 0.7302
H 1.3743 4.4550 2.8595
H 1.6572 2.7320 1.0691
H -2.4881 2.6924 3.6971
Se 1.6852 -0.7760 2.6135
N 0.4637 -1.1077 1.3083
C -0.2632 -2.1382 1.7313
C -1.3189 -2.7808 1.0044
C -1.9760 -3.8015 1.5915
C -1.6467 -4.2904 2.9141
C -0.6398 -3.7529 3.6216
C 0.0845 -2.6468 3.0495
N 1.0677 -2.0344 3.6675
H -1.5779 -2.4706 0.0049
H -2.7768 -4.2873 1.0480
H -2.2123 -5.1189 3.3195
H -0.3490 -4.1203 4.5969
Br 1.4823 -2.6453 -2.2263
C 0.4256 -1.4055 -3.1575
C 0.5122 -1.3041 -4.5354
C -0.3105 -0.4069 -5.2041
C -1.1879 0.4202 -4.5117
C -1.2576 0.3344 -3.1395
C -0.4678 -0.5963 -2.4759
C -2.0142 1.3562 -2.3480
O -3.0067 1.8999 -2.7104
O -1.3810 1.6827 -1.1859
H 1.2046 -1.9330 -5.0795
H -0.2574 -0.3484 -6.2841
H -1.8062 1.1459 -5.0265
H -0.6814 -0.8915 -1.4321
*
```

As for the energy above the lowest of the compared OMol25 structures with the same formula, charge and spin: 4.5 kcal per mole. The calculation puts the HOMO-LUMO gap (alpha / beta) at 6.492 / 6.242 eV. As for the molar mass: 909.46 g mol⁻¹.

***

What did the third record say?
Formula: C26H11BrCl5MoN3O7Se
Source: OMol25
Level of theory: ωB97M-V/def2-TZVPD

```
! RIJCOSX wB97M-V def2-TZVPD def2/J DEFGRID3
* xyz 2 1
Mo -0.2065 0.4779 -0.1660
Cl 6.2963 2.4800 -3.6402
C 4.9141 1.9980 -2.7678
C 5.0103 0.9990 -1.8030
Cl 6.5125 0.2507 -1.4845
C 3.8796 0.6078 -1.0934
Cl 4.0070 -0.6142 0.0995
C 2.6627 1.2107 -1.3471
O 1.5127 0.8023 -0.6727
C 2.5612 2.2171 -2.2976
Cl 1.0570 2.9827 -2.5782
C 3.6857 2.6090 -3.0141
Cl 3.5549 3.8368 -4.1954
O -2.3354 5.3236 5.9555
C -1.5830 5.0068 5.1848
O -0.7177 4.7261 4.3854
C -0.5651 3.6654 3.3444
C 0.6044 3.7195 2.6609
C 0.7572 2.7625 1.6663
N -0.1931 1.8644 1.3933
C -1.3201 1.8665 2.1196
C -1.5547 2.7626 3.1448
C -2.3166 0.7617 1.7877
O -3.2889 0.5526 2.4343
O -1.8739 0.0992 0.7302
H 1.3743 4.4550 2.8595
H 1.6572 2.7320 1.0691
H -2.4881 2.6924 3.6971
Se 1.6852 -0.7760 2.6135
N 0.4637 -1.1077 1.3083
C -0.2632 -2.1382 1.7313
C -1.3189 -2.7808 1.0044
C -1.9760 -3.8015 1.5915
C -1.6467 -4.2904 2.9141
C -0.6398 -3.7529 3.6216
C 0.0845 -2.6468 3.0495
N 1.0677 -2.0344 3.6675
H -1.5779 -2.4706 0.0049
H -2.7768 -4.2873 1.0480
H -2.2123 -5.1189 3.3195
H -0.3490 -4.1203 4.5969
Br 1.4823 -2.6453 -2.2263
C 0.4256 -1.4055 -3.1575
C 0.5122 -1.3041 -4.5354
C -0.3105 -0.4069 -5.2041
C -1.1879 0.4202 -4.5117
C -1.2576 0.3344 -3.1395
C -0.4678 -0.5963 -2.4759
C -2.0142 1.3562 -2.3480
O -3.0067 1.8999 -2.7104
O -1.3810 1.6827 -1.1859
H 1.2046 -1.9330 -5.0795
H -0.2574 -0.3484 -6.2841
H -1.8062 1.1459 -5.0265
H -0.6814 -0.8915 -1.4321
*
```

As for the energy above the lowest of the compared OMol25 structures with the same formula, charge and spin: 4.5 kcal per mole. The calculation puts the HOMO-LUMO gap (alpha / beta) at 6.492 / 6.242 eV. As for the molar mass: 909.46 g mol⁻¹.

***

Which value of molar mass does entry 2 give?
191.95 g mol⁻¹